# 1
The following is a DFT calculation (wB97M-V/def2-TZVPD) of a cluster of 2 separate species, C21H37Br2ClFNO4P in total at a distorted geometry.

Calculated values
Calculated total energy in eV: -196664.35003
Total charge: +1

The geometry in XYZ format:
```
68
Properties=species:S:1:pos:R:3:forces:R:3
C 5.999993 -0.787106 0.027810 0.0588 0.1812 -0.0221
C 5.770736 0.618833 0.545039 0.4589 0.0350 0.4298
O 5.420013 1.474489 -0.565272 -0.3368 -0.6297 -0.3179
C 4.302197 2.196453 -0.472363 0.3658 0.3834 -0.2791
O 3.883228 2.651713 0.559034 -0.4408 -0.1971 0.4621
C 3.595146 2.391433 -1.796519 0.1704 0.3560 0.0052
C 2.166053 1.845424 -1.688057 0.1194 0.0151 -0.1186
C 2.108042 0.388592 -1.184070 -0.0646 -0.1898 0.0500
C 1.617306 0.301586 0.252473 0.8688 0.6135 0.2283
C 1.894799 -0.910190 1.120856 -0.3388 -0.4073 0.1909
C 1.649919 -2.282919 0.454708 -0.2859 0.1053 0.0941
C 2.953515 -2.963097 0.107985 -0.4000 0.1144 0.3530
O 3.389207 -3.106175 -0.974805 0.2333 -0.0689 -0.5689
Cl 3.828371 -3.520236 1.540528 0.0680 -0.0300 0.1326
C 1.032728 -0.625765 2.376637 -0.1391 0.0558 -0.7017
F 1.835713 -0.330196 3.444660 0.0207 -0.1114 0.2974
C 0.203151 0.643242 2.069282 -0.2322 0.5795 -0.0862
C -1.149300 0.825257 2.731813 0.0551 -0.4308 -0.0249
Br -1.582322 -0.416779 4.085474 -0.0231 0.0380 0.0833
C -1.975167 1.811582 2.394563 0.2388 0.4189 -0.1501
C -1.631394 2.899301 1.409945 -0.1043 0.1858 0.2762
Br -3.694904 1.957341 3.103892 -0.1714 0.0367 0.1682
N 0.173226 0.694318 0.543466 0.9188 -1.1239 -0.1877
P -1.409770 -0.056422 -0.132938 -1.5135 1.0066 -0.1494
C -1.116478 -0.354384 -1.898753 0.6717 -0.6488 0.0285
C -1.678001 -1.680539 0.614570 0.3978 -0.3508 -0.0229
H 6.840712 -0.802339 -0.667549 -0.1210 -0.0238 -0.0330
H 5.113417 -1.172800 -0.481581 0.1118 -0.0313 0.0228
H 6.249723 -1.446448 0.862016 -0.0781 0.0294 -0.0414
H 6.684932 1.004980 0.999342 -0.0898 0.0835 -0.0525
H 4.992325 0.660743 1.310989 -0.0387 0.0958 -0.1490
H 3.538466 3.467817 -1.983694 0.0546 -0.0894 -0.0187
H 4.169488 1.941944 -2.606389 -0.1225 -0.1362 0.0706
H 1.640572 2.514952 -0.994924 -0.0890 -0.0760 -0.1294
H 1.694867 1.935507 -2.668854 -0.0630 0.0186 0.1243
H 3.123383 -0.026136 -1.146668 -0.0907 -0.0052 -0.1164
H 1.557417 -0.243782 -1.876090 -0.0442 -0.0792 0.0807
H 2.179327 1.095883 0.765878 -0.1825 0.0730 -0.1059
H 2.923266 -0.905307 1.492426 -0.0044 0.2399 -0.1913
H 1.082224 -2.929115 1.127966 0.1730 -0.0581 -0.0096
H 1.077217 -2.185508 -0.470047 0.1143 -0.0046 -0.0070
H 0.410518 -1.490405 2.605580 0.0023 0.1267 0.2740
H 0.817932 1.506074 2.353185 0.1281 -0.1876 0.0484
H -0.580617 3.200080 1.490978 -0.0363 -0.1109 -0.0957
H -1.887935 2.585393 0.393272 0.0571 0.0280 0.0387
H -2.219331 3.790203 1.627017 0.0413 -0.0528 0.0044
H 0.093989 1.652932 0.202525 -0.1914 0.0546 0.2922
H -0.386366 -1.131884 -2.134981 -0.0007 0.0520 -0.0161
H -0.844285 0.570863 -2.407818 -0.1205 -0.0153 -0.0013
H -2.091997 -0.700576 -2.257280 0.2223 0.3641 0.0222
H -1.838701 -1.586795 1.689226 -0.0150 -0.0032 -0.1088
H -2.634863 -1.974935 0.168610 0.1292 0.0855 0.1220
H -0.963714 -2.475306 0.410339 0.0162 0.0193 -0.0543
C -5.446627 -1.791939 -2.591044 -0.0066 0.1181 -0.0072
C -4.386786 -1.608677 -1.520749 -0.1692 -0.0949 -0.1329
O -4.042731 -0.253345 -1.251470 -0.2001 -0.1662 0.0472
C -5.123736 0.571104 -0.802409 -0.1068 0.1192 0.0493
C -5.747728 0.106828 0.502027 0.1756 -0.1900 -0.0964
H -5.131840 -1.328324 -3.526543 -0.0026 -0.0082 -0.0046
H -5.613573 -2.854360 -2.768117 0.0346 -0.0026 0.0003
H -6.400506 -1.353272 -2.300125 -0.0152 -0.0467 0.0252
H -3.456961 -2.077119 -1.856691 -0.0694 -0.0445 0.0057
H -4.685274 -2.120721 -0.598891 -0.0355 0.0286 0.0064
H -5.878355 0.649544 -1.589515 0.0221 -0.0294 0.0033
H -4.697077 1.567004 -0.676657 0.1050 -0.0494 -0.0226
H -6.169631 -0.893818 0.406720 -0.0931 0.0220 0.0283
H -6.551053 0.776665 0.808636 0.0325 0.0486 -0.0604
H -4.996095 0.088637 1.291393 -0.0299 -0.0379 0.0183
```
Forces are in eV/Å.

Atom charges from the Mulliken analysis, given in e for atoms 1 to 8: -0.974 -0.229 -0.370 0.656 -0.576 -0.974 -0.911 -0.543

=====

# 2
The following is a DFT calculation (wB97M-V/def2-TZVPD) of a cluster of 3 separate species, C21H37BrClN2O10P2 in total at a distorted geometry.

Calculated values
Calculated total energy in eV: -146967.28168
Total charge: +1

The geometry in XYZ format:
```
74
Properties=species:S:1:pos:R:3:forces:R:3
C 6.159674 -0.824719 -0.932101 -0.0533 -0.7590 0.0261
C 5.248124 -1.337454 -2.022361 0.4804 0.4823 0.5590
C 5.594256 -1.209285 -3.356740 -0.3118 -0.2674 -0.3733
C 4.738880 -1.723790 -4.320432 0.0123 -0.0805 -0.0188
C 3.564143 -2.347457 -3.944075 -0.2547 -0.1095 -0.2570
C 3.199162 -2.490993 -2.609207 0.0527 0.1202 -0.2655
C 1.907451 -3.231692 -2.305123 1.0152 0.7633 -0.1638
C 0.904688 -2.481554 -1.429594 -1.4950 -1.2594 -0.3881
O -0.161991 -3.444090 -1.199999 0.1760 0.2544 0.1470
N 0.182449 -4.439109 -0.185617 0.4513 -0.4280 0.0650
O 0.080197 -5.504897 -0.607226 -0.3884 0.0795 0.0886
C 0.121154 -1.321316 -2.101638 0.6950 -0.3050 1.3107
C 0.770657 -0.040421 -1.545353 -1.1967 -0.7333 -0.5920
C -0.264373 1.053720 -1.309498 1.2162 0.6337 0.1468
C 0.453285 2.415667 -1.057889 -1.2586 -0.6285 -0.9258
C -0.343146 3.555566 -1.705717 0.6753 -0.0511 0.3863
Cl 0.593622 2.633613 0.717369 0.4389 0.0756 -0.0646
N 1.277350 -0.534454 -0.250297 0.5148 -0.4058 0.2024
C 1.376686 -1.809118 -0.147337 0.1104 0.2307 -0.0638
Br 2.041016 -2.525090 1.421162 -0.1299 -0.0763 -0.1529
C 4.066682 -1.970963 -1.653609 -0.3352 -0.0676 -0.2227
H 6.641712 -1.690878 -0.468166 0.0644 0.0706 0.0444
H 5.581168 -0.347401 -0.141820 0.1460 0.2847 -0.0514
H 6.959798 -0.193443 -1.307271 -0.1587 0.2340 0.0219
H 6.520687 -0.744938 -3.666030 0.0313 0.0881 0.1677
H 4.973205 -1.673610 -5.375285 0.1180 0.1213 0.0235
H 2.921612 -2.750657 -4.718822 -0.0325 -0.0070 0.0223
H 2.130125 -4.234210 -1.937460 -0.1005 0.1052 0.3755
H 1.401744 -3.373341 -3.260116 -0.1870 -0.1147 0.1202
H -0.853324 -1.402628 -1.620151 -0.2316 0.0964 -0.4568
H 0.055188 -1.439283 -3.176660 0.0744 0.2768 -0.0462
H 1.593638 0.200681 -2.220634 0.2087 0.5213 0.4286
H -0.858614 0.826432 -0.424437 -0.2397 -0.2555 -0.2190
H -0.907509 1.098427 -2.186136 -0.0316 0.0796 0.0096
H 1.444966 2.314706 -1.493712 0.1791 0.4185 0.2849
H -0.832714 3.184444 -2.602909 -0.1073 0.0814 0.0048
H 0.325882 4.360917 -2.003045 -0.1066 0.1524 0.1652
H -1.070728 3.920964 -0.984927 -0.1725 0.1049 -0.2158
H 1.537644 0.051770 0.542090 -0.0713 0.3955 -0.2568
H 3.839239 -2.055101 -0.598776 0.1616 -0.0795 0.0433
C -7.904148 -0.633438 -1.077573 -0.2527 0.1509 -0.1073
O -7.175926 -1.859376 -1.315300 0.3004 0.3187 2.6504
P -5.582612 -1.848853 -1.104620 1.8580 -0.9728 -4.8455
O -5.068213 -0.757384 -1.967015 -0.1228 0.3159 0.7037
O -5.400927 -3.320265 -1.729982 0.3594 0.0673 0.1054
C -5.642623 -3.512026 -3.125324 -0.2485 -0.1070 -0.0950
O -4.481882 -2.087500 0.044575 -2.1767 0.1143 1.5379
C -3.137966 -2.085398 -0.402812 0.4656 0.2146 -0.0102
H -8.932844 -0.899982 -0.851125 0.0505 -0.1202 0.0178
H -7.489272 -0.074092 -0.242587 0.0100 0.0255 -0.0050
H -7.878753 -0.022738 -1.977077 0.1280 -0.0159 -0.0016
H -5.465590 -2.594964 -3.687663 -0.0047 0.0351 0.0645
H -6.665840 -3.850145 -3.284460 -0.0193 0.0353 0.0036
H -4.958135 -4.283919 -3.471677 0.0116 -0.0094 0.0619
H -2.789118 -1.055627 -0.507196 -0.0825 0.0057 -0.1096
H -3.026393 -2.614780 -1.348558 -0.0725 -0.0022 0.0037
H -2.538904 -2.584091 0.359038 -0.1797 -0.0651 0.0676
C 1.951510 1.847022 4.149295 0.2370 -0.1201 -0.0051
O 1.279766 2.321509 5.325141 -2.0659 -0.6893 -1.5589
P 0.434963 3.702400 5.189781 2.3632 3.5370 3.3103
O 1.400002 4.690870 4.657020 -0.2431 -0.4585 -0.6808
O 0.189849 3.798181 6.774730 -0.1219 0.2045 -0.1060
C 1.301611 4.059343 7.634590 0.1252 -0.1885 0.1439
O -1.033280 4.204741 4.814645 -0.1913 -2.5827 -0.8919
C -1.289497 5.602471 5.007939 -0.1063 0.4533 -0.1541
H 2.097491 0.772493 4.254851 -0.0947 0.0141 0.1108
H 1.367267 2.041897 3.251972 0.0739 0.0009 -0.0222
H 2.923268 2.330446 4.064508 -0.0663 0.1253 -0.0204
H 2.080582 4.618028 7.115876 -0.0376 -0.0116 -0.0621
H 1.708826 3.122577 8.014492 0.0163 -0.0134 -0.0329
H 0.934046 4.649618 8.470918 -0.0573 -0.0070 -0.0251
H -0.904477 6.169502 4.163734 0.1221 -0.0404 0.0333
H -0.846663 5.962078 5.933870 0.0593 -0.0960 0.0008
H -2.369807 5.716390 5.055543 0.0039 -0.1605 0.0086
```
Forces are in eV/Å.

Atom charges from the Mulliken analysis, given in e for atoms 1 to 8: -1.525 0.625 -0.695 -0.719 -0.938 0.896 -1.600 2.203